#P
Below is a gas-phase ion, C3H9N2 (charge +1), with properties calculated with the ωB97M-V functional and the def2-TZVPD basis.

Positions of all 14 atoms, in Å:
C: 0.7819 0.3368 1.2211
C: -1.5430 -0.4462 -1.3456
C: -0.3806 0.3966 -0.9250
N: 1.6740 -0.0700 2.0926
N: 0.4746 -0.1318 0.1219
H: 0.2252 1.2234 1.4557
H: -1.9987 -1.0940 -0.5218
H: -2.2417 0.2001 -1.8836
H: -1.2116 -1.0646 -2.1421
H: -0.8954 1.3423 -0.5480
H: 0.1644 0.7000 -2.0894
H: 1.7297 0.3538 3.0356
H: 2.3956 -0.7261 1.8672
H: 0.8255 -1.0205 -0.3386

Output
- Frontier orbital gap: 11.91 eV
- 2S+1: 1
- Molecular weight: 73.119 g/mol
- Net charge: +1
- SMILES: CC/[NH+]=C/N

Here are the natural (NBO) charges for atoms 1 to 8, given in e: atom 1 (C): 0.40, atom 2 (C): -0.65, atom 3 (C): -0.24, atom 4 (N): -0.72, atom 5 (N): -0.50, atom 6 (H): 0.22, atom 7 (H): 0.23, atom 8 (H): 0.25

#Q
Below is a gas-phase ion, C3H9N2 (charge +1), with properties calculated with the ωB97M-V functional and the def2-TZVPD basis.

Positions of all 14 atoms, in Å:
C: 0.5195 0.1293 1.0778
N: 0.0347 -1.0235 1.6563
H: 1.5975 0.2585 1.0714
H: 0.0151 1.0026 1.4867
H: -0.8823 -1.0331 2.0712
H: 0.3664 -1.9042 1.2896
C: -1.1624 0.0532 -0.8886
C: 1.0941 0.6402 -1.2685
N: 0.1953 0.2611 -0.4580
H: -1.3098 0.1760 -1.9532
H: -1.8179 0.7635 -0.3836
H: -1.5609 -0.8859 -0.5176
H: 2.0943 0.8047 -0.8778
H: 0.8166 0.7575 -2.3058

Output
- Frontier orbital gap: 10.03 eV
- 2S+1: 1
- Molecular weight: 73.119 g/mol
- Net charge: +1
- SMILES: C=[N+](C)CN

Here are the natural (NBO) charges for atoms 1 to 8, given in e: atom 1 (C): -0.03, atom 2 (N): -0.82, atom 3 (H): 0.20, atom 4 (H): 0.23, atom 5 (H): 0.41, atom 6 (H): 0.40, atom 7 (C): -0.45, atom 8 (C): 0.10

#R
Below is 2 unconnected molecules or ions with the total composition C3H9N2, with properties calculated with the ωB97M-V functional and the def2-TZVPD basis.

Positions of all 14 atoms, in Å:
C: -2.6910 -1.0149 -1.7644
C: 1.1129 -0.2471 -0.3418
C: 1.8093 1.1703 1.5196
N: -1.8164 -0.6063 -0.9590
N: 1.2128 0.0597 0.8915
H: -2.4529 -1.0683 -2.8834
H: -3.7219 -1.1044 -1.4188
H: 0.6983 -1.2449 -0.6161
H: 2.3617 1.8010 0.9319
H: 1.0056 1.8319 2.0549
H: 2.4245 0.6796 2.2111
H: -2.1463 -0.1847 -0.0426
H: 0.8297 -0.4800 1.5616
H: 1.3737 0.4081 -1.1444

Output
- Frontier orbital gap: 8.70 eV
- 2S+1: 1
- Molecular weight: 73.119 g/mol
- Net charge: +1

Here are the natural (NBO) charges for atoms 1 to 8, given in e: atom 1 (C): 0.01, atom 2 (C): 0.15, atom 3 (C): -0.43, atom 4 (N): -0.70, atom 5 (N): -0.38, atom 6 (H): 0.19, atom 7 (H): 0.17, atom 8 (H): 0.26

Of them, #R has the lowest stability.

#P
Below is a gas-phase ion, C3H9N2 (charge +1), with properties calculated with the ωB97M-V functional and the def2-TZVPD basis.

Positions of all 14 atoms, in Å:
C: -1.5941 -0.6549 0.1661
C: -0.4122 -1.5100 -0.0475
C: 0.4147 0.9477 -0.3193
N: 1.7345 1.0524 0.1578
N: -0.2606 -0.1583 0.4730
H: -2.0762 -0.1977 -0.6878
H: -2.2552 -0.8406 1.0017
H: -0.2022 -2.3244 0.6323
H: -0.0516 -1.6713 -1.0545
H: 0.3277 0.6612 -1.3724
H: -0.1812 1.8475 -0.1353
H: 1.9911 1.9287 0.5823
H: 2.4624 0.7103 -0.4490
H: 0.0127 -0.0759 1.4541

Output
- Frontier orbital gap: 11.84 eV
- 2S+1: 1
- Molecular weight: 73.119 g/mol
- Net charge: +1
- SMILES: NC[NH+]1CC1

Here are the natural (NBO) charges for atoms 1 to 8, given in e: atom 1 (C): -0.23, atom 2 (C): -0.22, atom 3 (C): -0.04, atom 4 (N): -0.85, atom 5 (N): -0.36, atom 6 (H): 0.25, atom 7 (H): 0.25, atom 8 (H): 0.25

#Q
Below is a gas-phase ion, C3H9N2 (charge +1), with properties calculated with the ωB97M-V functional and the def2-TZVPD basis.

Positions of all 14 atoms, in Å:
C: -1.3109 -0.2644 -0.4640
C: 1.1891 1.1509 0.5941
C: -0.3035 -0.8462 0.4478
N: 1.9363 -0.6938 -0.6736
N: 1.0849 -0.1768 0.1777
H: -2.0965 -0.9765 -0.7138
H: -1.8031 0.5782 0.0203
H: -0.8054 0.0259 -1.3897
H: 2.1498 1.5602 0.1628
H: 1.1063 1.2506 1.7926
H: 0.3805 1.7924 0.1837
H: -0.2892 -1.8525 0.2096
H: -0.6910 -0.8415 1.4483
H: 1.7687 -1.5455 -1.0632

Output
- Frontier orbital gap: 10.53 eV
- 2S+1: 1
- Molecular weight: 73.119 g/mol
- Net charge: +1
- SMILES: [H]/N=[N+](/C)CC

Here are the natural (NBO) charges for atoms 1 to 8, given in e: atom 1 (C): -0.63, atom 2 (C): -0.49, atom 3 (C): -0.25, atom 4 (N): -0.12, atom 5 (N): 0.07, atom 6 (H): 0.27, atom 7 (H): 0.23, atom 8 (H): 0.22

#R
Below is 4 unconnected molecules or ions with the total composition C3H9N2, with properties calculated with the ωB97M-V functional and the def2-TZVPD basis.

Positions of all 14 atoms, in Å:
C: 1.8612 1.1266 -0.3139
C: 2.7008 0.0821 0.1419
N: 2.1254 -1.0420 0.3782
C: -2.3828 -0.6510 -0.5133
N: -2.9920 0.1676 0.2288
H: -0.8451 -0.7642 -0.5091
H: 2.1849 2.1505 -0.1694
H: 0.8384 0.7792 -0.4607
H: -5.2383 1.8838 1.1815
H: 3.7810 0.2158 0.2183
H: 2.5930 -1.6134 1.0897
H: -2.6179 -1.7138 -0.3367
H: -5.6710 1.8317 0.5754
H: -2.1957 -0.4455 -1.5777

Output
- Frontier orbital gap: 3.51 eV
- 2S+1: 1
- Molecular weight: 73.119 g/mol
- Net charge: +1

Here are the natural (NBO) charges for atoms 1 to 8, given in e: atom 1 (C): 0.09, atom 2 (C): -0.06, atom 3 (N): -0.28, atom 4 (C): -0.50, atom 5 (N): 0.00, atom 6 (H): 0.00, atom 7 (H): 0.24, atom 8 (H): 0.24

Of them, #R has the lowest stability.

#P
Below is 2 unconnected molecules or ions with the total composition C4H10N2O2, with properties calculated with the ωB97M-V functional and the def2-TZVPD basis.

Positions of all 18 atoms, in Å:
C: -0.1885 0.6214 2.2958
C: -0.9392 -0.6746 2.2482
O: -1.4595 -1.1784 3.2388
N: -1.0120 -1.2146 1.0175
H: -1.5784 -2.0389 0.9083
H: -0.4501 -0.9150 0.2260
H: -0.7866 1.4445 1.9113
H: 0.6725 0.5492 1.6320
H: 0.1135 0.8378 3.3192
C: 1.8463 -0.4053 -2.2131
C: 0.7449 0.5884 -1.9960
O: -0.1987 0.3273 -1.2454
N: 0.7976 1.6963 -2.7447
H: 2.0918 -0.8948 -1.2694
H: 2.7789 0.0395 -2.5809
H: 0.0945 2.4117 -2.6087
H: 1.4589 1.8321 -3.5075
H: 1.5177 -1.1791 -2.9131

Output
- Frontier orbital gap (spin up / spin down): 2.88 / 10.11 eV
- 2S+1: 2
- Molecular weight: 118.136 g/mol
- Net charge: -1

Here are the natural (NBO) charges for atoms 1 to 8, given in e: atom 1 (C): -0.72, atom 2 (C): 0.67, atom 3 (O): -0.67, atom 4 (N): -0.83, atom 5 (H): 0.38, atom 6 (H): 0.44, atom 7 (H): 0.24, atom 8 (H): 0.23

#Q
Below is a gas-phase ion, C4H10N2O2 (charge -1), with properties calculated with the ωB97M-V functional and the def2-TZVPD basis.

Positions of all 18 atoms, in Å:
O: -1.9587 -0.0553 -1.5886
C: -1.1660 -0.9989 -1.2110
C: 0.1088 -0.5875 -0.4967
C: 0.6387 -1.7401 0.3913
O: 0.6684 -2.9854 -0.3003
N: -0.1567 0.5113 0.4289
C: 0.2039 1.8597 0.0012
N: -0.1529 2.8453 1.0032
H: -1.3397 -2.0484 -1.4558
H: 0.8858 -0.3364 -1.2445
H: 1.6116 -1.4566 0.8291
H: 0.0103 -1.8417 1.2866
H: 1.5446 -3.3143 -0.2697
H: -1.1492 0.5226 0.6286
H: 1.2823 1.9346 -0.1219
H: -0.3285 2.0927 -0.9236
H: 0.4212 2.8133 1.8252
H: -1.1242 2.7852 1.2180

Output
- Frontier orbital gap (spin up / spin down): 3.49 / 6.84 eV
- 2S+1: 2
- Molecular weight: 118.136 g/mol
- Net charge: -1

Here are the natural (NBO) charges for atoms 1 to 8, given in e: atom 1 (O): -0.81, atom 2 (C): 0.00, atom 3 (C): -0.18, atom 4 (C): -0.08, atom 5 (O): -0.74, atom 6 (N): -0.67, atom 7 (C): -0.05, atom 8 (N): -0.85

#R
Below is 2 unconnected molecules or ions with the total composition C4H10N2O2, with properties calculated with the ωB97M-V functional and the def2-TZVPD basis.

Positions of all 18 atoms, in Å:
C: -1.2962 -0.9819 -0.2065
N: -2.4975 -0.6397 0.4984
C: 3.0038 -0.7482 -0.3998
O: 3.2639 0.2252 -1.1288
O: 1.9329 -1.0161 0.1956
C: -0.7484 0.2008 -1.0176
N: -0.6218 1.4650 -0.2863
C: 0.0353 1.3963 1.0351
H: -1.4700 -1.8283 -0.8791
H: -0.5145 -1.3227 0.4894
H: -2.7540 -1.4172 1.1111
H: 3.8208 -1.5078 -0.2700
H: 0.2273 -0.1070 -1.3864
H: -1.4360 0.4095 -1.8417
H: -1.5831 1.7001 -0.0297
H: -0.4477 0.6746 1.6919
H: 1.0806 1.1052 0.9508
H: 0.0046 2.3923 1.4734

Output
- Frontier orbital gap (spin up / spin down): 8.03 / 6.96 eV
- 2S+1: 2
- Molecular weight: 118.136 g/mol
- Net charge: -1

Here are the natural (NBO) charges for atoms 1 to 8, given in e: atom 1 (C): -0.34, atom 2 (N): -0.44, atom 3 (C): 0.63, atom 4 (O): -0.78, atom 5 (O): -0.82, atom 6 (C): -0.23, atom 7 (N): -0.61, atom 8 (C): -0.43

Of them, #Q has the lowest stability.